This record from OMol25 describes C40H46AsN8RuS2Si2Te as an isolated structure. The level of theory is wB97M-V/def2-TZVPD.

Last column: Mulliken spin population.
Cartesian coordinates (Å):
C 1.09 2.60 -3.48  0.014
H -4.52 -0.73 -2.14  0.000
C -3.17 1.94 3.30  -0.005
H -5.33 3.69 6.00  0.000
H 3.75 2.54 1.37  0.001
H 1.33 -3.21 -3.02  -0.001
C -3.01 0.77 1.03  0.008
C 4.05 -2.09 -2.57  -0.124
C -0.02 3.86 1.60  0.022
S -1.60 -7.97 0.64  0.000
C -4.28 1.19 0.63  -0.001
C 0.79 -3.30 -2.08  0.000
C -1.70 -4.51 2.18  0.001
C 4.13 -2.25 -3.96  -0.010
C 4.18 0.10 -4.27  -0.012
C 0.65 -2.17 -1.28  0.012
H 3.43 -0.85 -6.82  0.001
Si 1.44 3.12 0.67  -0.011
H 4.18 -3.26 -4.36  -0.001
C 0.28 -4.50 -1.65  -0.002
H 2.22 0.48 5.02  0.000
H 4.06 -4.22 -2.29  0.002
C 4.10 0.31 -2.90  -0.001
H -4.81 1.91 1.23  0.000
Te 3.68 -0.51 0.04  0.683
H -5.82 0.98 -0.85  0.000
C 3.98 -0.79 -2.04  0.044
C -1.19 -3.35 1.60  -0.002
C -2.94 3.27 3.64  0.000
H -4.40 0.22 3.68  0.000
H 4.26 0.97 -4.93  0.000
N -2.30 -0.11 0.29  -0.012
H 5.06 -3.33 -1.14  -0.008
H -2.26 -1.36 -1.34  0.000
H 3.32 -3.32 -0.95  -0.006
N -0.55 1.10 3.62  0.002
H -2.81 -3.08 5.03  0.000
H 2.84 4.07 -1.18  -0.001
C -4.97 1.87 4.91  0.000
C -1.85 -2.08 3.40  0.002
H 5.10 1.81 -1.74  0.001
H 4.28 2.44 -3.19  0.001
C -4.73 3.20 5.24  0.000
H 5.18 -0.96 -6.72  0.001
C 2.84 2.86 1.88  0.004
H -5.76 1.32 5.41  0.000
H -2.69 -5.32 3.90  0.000
N -1.99 -6.93 1.81  0.000
H 3.36 1.97 -1.75  -0.007
S 1.37 -0.61 2.67  0.004
H 2.59 2.09 2.61  0.002
C -0.86 0.39 -3.34  0.011
C 4.12 -3.31 -1.70  0.053
N 1.27 0.78 4.91  0.001
N 0.00 -2.18 -0.12  -0.004
H 4.20 -2.42 -6.58  0.000
C -1.56 3.00 -1.97  0.062
Si -0.14 1.80 -2.31  -0.073
C -4.20 1.25 3.94  0.000
H -0.92 3.87 0.98  -0.001
H 1.79 1.85 -3.85  -0.004
C 4.17 -1.17 -4.82  0.021
C 0.62 0.49 3.76  0.000
H -0.22 -0.50 -3.34  -0.001
H -1.86 0.10 -3.02  -0.002
C -2.38 1.22 2.27  -0.014
C -4.12 -0.28 -1.24  -0.002
N -1.28 -2.14 2.20  -0.004
N -1.17 0.78 2.45  0.068
C -4.84 0.66 -0.52  -0.001
H 1.08 -1.22 -1.58  0.000
H 2.31 5.30 -0.03  0.000
C -2.86 -0.64 -0.80  0.005
C -0.50 -3.36 0.31  0.005
C -0.92 -5.76 0.16  0.001
C -2.30 -4.43 3.43  0.003
H -0.92 0.72 -4.38  0.001
As 0.89 1.06 -0.32  0.288
C 4.25 -1.36 -6.31  -0.001
H -3.52 4.93 4.85  0.000
H -2.05 3.31 -2.90  0.005
H 0.39 -5.41 -2.23  0.000
H 1.19 4.71 -1.25  0.001
C -2.36 -3.20 4.05  -0.002
C 1.99 4.41 -0.58  -0.001
H -1.88 -1.10 3.87  0.002
H -1.20 3.90 -1.46  -0.003
H 0.92 1.54 5.47  0.000
C 4.21 1.72 -2.37  0.003
H 0.55 3.01 -4.34  0.001
H 3.05 3.80 2.41  0.000
H -0.22 3.28 2.50  -0.004
H 0.22 4.88 1.89  0.001
H -2.15 3.81 3.14  -0.001
C -1.56 -5.74 1.43  -0.001
N -0.88 -6.96 -0.39  0.000
C -0.37 -4.55 -0.42  -0.001
H 1.67 3.41 -3.03  0.001
H -2.31 2.52 -1.33  -0.012
C -3.71 3.89 4.60  0.001
Ru -0.46 -0.55 1.14  0.002

Properties
Energy above the lowest of the compared OMol25 structures with the same formula, charge and spin   3.1 kJ/mol
HOMO-LUMO gap (alpha / beta)   4.684 / 5.587 eV
Spin multiplicity   2
LUMO level (alpha / beta)   -0.89 / -0.89 eV
⟨S²⟩   0.757
HOMO (alpha / beta)   -5.58 / -6.48 eV
Strongest force on any atom   0.266 eV/Å